{
  "formula": "C15H54GaINO12",
  "method": "the ωB97M-V functional and the def2-TZVPD basis",
  "homo_energy_ev": -5.31,
  "total_charge": -1,
  "max_force_ev_per_a": 0.60,
  "lumo_ha": 0.06679,
  "orbital_gap_ev": 7.1,
  "e_tot_ev": -102966.410,
  "species": ["C", "C", "O", "C", "N", "C", "C", "O", "Ga", "I", "H", "H", "H", "H", "H", "H", "H", "H", "H", "H", "H", "H", "H", "H", "C", "O", "H", "H", "H", "H", "C", "O", "H", "H", "H", "H", "C", "O", "H", "H", "H", "H", "C", "O", "H", "H", "H", "H", "C", "O", "H", "H", "H", "H", "C", "O", "H", "H", "H", "H", "C", "O", "H", "H", "H", "H", "C", "O", "H", "H", "H", "H", "C", "O", "H", "H", "H", "H", "C", "O", "H", "H", "H", "H"],
  "xyz": [[-2.420276, 0.998620, -1.678923], [-1.596589, -0.265225, -1.801061], [-0.425156, 0.076522, -2.563155], [-1.183115, -0.853722, -0.461068], [-0.408503, 0.062093, 0.356081], [-0.646935, -0.087952, 1.788203], [-1.858703, 0.716272, 2.298660], [-1.514532, 1.499816, 3.409238], [-0.832283, 3.231165, 3.399973], [0.084140, 3.750516, 0.969464], [-2.869984, 1.250203, -2.641192], [-1.782629, 1.816957, -1.341367], [-3.218540, 0.875980, -0.943142], [-2.158033, -1.039311, -2.344703], [0.049036, -0.744374, -2.712832], [-0.627102, -1.791531, -0.659963], [-2.083855, -1.149411, 0.084938], [0.573468, -0.085201, 0.159195], [0.222846, 0.279464, 2.330152], [-0.765549, -1.155938, 2.038873], [-2.675080, 0.038652, 2.599146], [-2.243477, 1.314244, 1.458315], [-1.940723, 4.319566, 3.684051], [0.426664, 3.270287, 4.360723], [-0.895523, 7.376465, 3.109141], [0.082071, 7.294966, 2.091411], [-0.912944, 8.411089, 3.455868], [-1.895271, 7.113015, 2.749437], [-0.669709, 6.725425, 3.958705], [0.102395, 6.377022, 1.779853], [3.353347, 1.879432, 2.304011], [2.392127, 0.922480, 1.879893], [3.735061, 1.540888, 3.266398], [4.193230, 1.954249, 1.603533], [2.909732, 2.869272, 2.429654], [2.003352, 1.265758, 1.062675], [-0.840479, 0.393183, 6.173338], [-1.794143, -0.471323, 5.577634], [-0.477693, -0.072884, 7.089592], [-0.010421, 0.574033, 5.486350], [-1.286589, 1.365310, 6.403866], [-2.033164, -0.001680, 4.762689], [-1.965147, -4.384838, 0.269185], [-3.085650, -3.616199, -0.166450], [-1.279019, -4.443642, -0.572449], [-1.439610, -3.916448, 1.103236], [-2.253811, -5.399106, 0.558140], [-3.648300, -3.493934, 0.606230], [2.885482, -0.596188, -1.931552], [2.596694, -0.939995, -0.583109], [2.120153, -1.069037, -2.544040], [2.851741, 0.479202, -2.109149], [3.856469, -0.978617, -2.254857], [3.222284, -0.513669, 0.013008], [2.121176, -5.222348, -0.387399], [1.375358, -4.408641, 0.502463], [1.841931, -6.253411, -0.176927], [1.886082, -5.004703, -1.432689], [3.199251, -5.116437, -0.240337], [1.584010, -3.481689, 0.325098], [3.580105, 1.356269, -5.386632], [4.451775, 0.828587, -4.394460], [2.574969, 1.287101, -4.974252], [3.785039, 2.404700, -5.612280], [3.613082, 0.786513, -6.318730], [5.357806, 0.881537, -4.709384], [2.015427, 3.421934, -9.089673], [3.008527, 2.947135, -8.197016], [1.060804, 3.304406, -8.580818], [2.146323, 4.480250, -9.332308], [1.983055, 2.847012, -10.019729], [3.872277, 3.039140, -8.608388], [-6.974628, -3.877680, -0.406707], [-6.092003, -2.997176, -1.068916], [-7.979046, -3.647062, -0.760105], [-6.766826, -4.928893, -0.633029], [-6.963586, -3.748420, 0.680910], [-5.192825, -3.183253, -0.777797], [1.415210, -2.799411, 3.533098], [1.356813, -4.216351, 3.472099], [1.195702, -2.487051, 4.552387], [2.404140, -2.416691, 3.257555], [0.679896, -2.334205, 2.874231], [1.538399, -4.433081, 2.547887]],
  "forces_ev_per_a": [[0.0, 0.0, 0.0], [0.1, 0.1, 0.0], [-0.2, 0.0, -0.1], [0.0, 0.0, 0.1], [0.1, -0.1, 0.0], [-0.1, -0.2, -0.1], [0.1, 0.1, -0.1], [-0.3, -0.2, 0.0], [0.1, 0.0, 0.4], [0.0, 0.0, -0.2], [0.1, 0.1, 0.0], [0.0, 0.0, 0.0], [0.0, -0.1, -0.1], [-0.1, 0.1, 0.0], [0.1, -0.1, 0.0], [-0.1, 0.0, 0.0], [0.0, 0.0, -0.1], [0.0, 0.1, 0.0], [0.0, 0.0, 0.0], [0.0, 0.1, 0.1], [0.1, 0.0, 0.0], [0.1, 0.0, 0.0], [-0.1, 0.0, -0.1], [0.1, -0.1, 0.0], [-0.1, 0.1, 0.1], [0.0, -0.1, 0.0], [0.0, 0.0, 0.0], [0.0, 0.0, 0.0], [0.0, 0.0, 0.0], [0.1, 0.0, 0.0], [0.0, 0.0, 0.2], [0.4, 0.0, -0.4], [0.0, 0.0, 0.0], [0.0, 0.0, 0.0], [-0.1, 0.0, 0.0], [-0.3, 0.1, 0.2], [0.0, 0.0, -0.2], [-0.1, 0.1, -0.1], [0.0, 0.0, 0.0], [0.1, 0.0, 0.1], [0.1, 0.0, 0.1], [0.0, 0.0, 0.0], [0.2, 0.0, -0.1], [-0.3, -0.1, 0.3], [0.0, 0.0, 0.0], [0.0, 0.1, 0.0], [0.0, 0.0, 0.0], [0.1, 0.1, 0.0], [0.1, 0.0, 0.0], [-0.1, -0.2, 0.1], [0.0, 0.0, 0.0], [0.0, 0.0, 0.0], [0.0, 0.0, 0.0], [-0.1, 0.1, 0.1], [0.0, -0.1, 0.0], [0.1, 0.2, 0.0], [0.0, 0.0, 0.0], [0.0, 0.0, 0.0], [0.0, 0.0, 0.0], [0.0, 0.0, 0.0], [-0.1, 0.0, 0.0], [0.1, -0.1, 0.0], [0.0, 0.0, -0.1], [0.0, 0.0, 0.0], [0.0, 0.0, 0.0], [0.0, 0.0, 0.0], [-0.1, 0.0, 0.0], [0.1, 0.0, 0.0], [0.0, 0.0, 0.0], [0.0, 0.0, 0.0], [0.0, 0.0, 0.0], [0.0, 0.0, 0.0], [-0.1, 0.0, 0.0], [0.0, 0.0, 0.1], [0.0, 0.0, 0.0], [0.0, 0.0, 0.0], [0.0, 0.0, 0.0], [0.1, 0.0, -0.2], [0.0, 0.1, 0.0], [0.2, 0.0, -0.1], [0.0, 0.0, 0.0], [0.0, 0.0, 0.0], [0.0, 0.0, 0.0], [-0.2, -0.2, 0.0]]
}